C26H47Cl4N2O5 | ωB97M-V/def2-TZVPD

Its largest force on an atom is 1.3 eV Å⁻¹. As for the total charge: -1. The value obtained for the HOMO-LUMO gap is 3.87 eV.

Each line ends with the Mulliken charge.
Positions of all 84 atoms, in Å:
H  -0.71116  -2.62235  2.14586  0.0343
C  -4.78266  -3.52945  -0.83887  -1.7903
H  3.26383  3.65946  6.62404  0.3012
C  2.99071  2.67297  6.23989  -1.1392
C  3.51041  2.50838  4.80328  -0.4157
C  1.05703  1.48713  3.19502  -0.6437
C  -4.05445  -2.55264  0.10417  1.7170
C  2.62151  4.41797  -4.90976  -0.9819
H  -3.72894  -1.16154  -1.53456  0.4129
H  4.76298  3.25371  -4.10629  0.3376
H  0.38971  0.45006  -1.42711  0.3906
C  -4.68390  -3.78201  2.27942  -0.5779
C  -2.12605  3.45980  -4.37808  0.3425
H  0.58103  -1.57391  0.77693  0.3025
H  1.85043  -2.14916  -1.98400  0.4521
Cl  -3.44904  3.40390  -5.55438  -0.1216
Cl  -0.76890  2.52227  -5.01608  -0.1106
H  -1.26811  -3.85897  3.28774  0.4056
C  -0.12410  0.43624  1.15219  -1.3411
H  2.32036  -0.60175  1.78691  0.4594
H  0.18964  1.04540  3.70047  0.3302
Cl  -2.69039  2.75880  -2.86134  -0.0732
H  -5.82923  -2.23266  1.30397  0.5550
H  1.90787  0.82013  3.37121  0.2588
C  2.29739  4.09923  -3.47367  0.7646
C  -4.77544  -2.48845  1.45658  -1.4296
H  -5.59929  -4.36697  2.14899  0.3684
O  3.25876  3.59669  -2.67588  -0.3773
C  -4.13318  -1.16107  -0.52234  -1.9602
H  0.89356  -0.46507  -3.69809  0.4414
C  1.90271  -0.40108  -3.27963  -1.1738
H  3.26804  5.29946  -4.94277  0.3154
C  -2.28327  -3.86943  1.33125  1.3870
O  1.20441  4.31563  -3.02542  -0.4644
N  -2.65396  -2.84714  0.33998  1.1090
H  -4.28787  -3.54378  -1.81014  0.3461
H  3.48189  1.94235  6.89127  0.3380
H  -3.56294  -0.45281  0.07460  0.2439
H  -0.77479  0.81183  0.35283  0.2063
C  0.73816  1.58436  1.68416  0.8479
C  0.84292  -0.57133  0.43241  0.5336
H  5.02237  2.62810  -2.49847  0.4440
C  -1.59306  -3.15237  2.51050  -1.2462
C  -1.30154  -4.89104  0.77079  -1.7409
H  -3.81527  -5.36180  1.11226  0.3136
O  2.83574  2.03916  0.47591  -0.5784
H  4.38947  0.59728  -3.36198  0.3981
Cl  -1.62928  5.13857  -4.13248  -0.1017
H  -0.20664  -1.23473  -1.31080  0.4163
C  -3.48898  -4.64958  1.87458  -1.6416
H  3.06037  3.10359  2.77371  0.1196
C  3.71397  1.38307  -3.72417  -0.7829
H  -1.73981  -5.44286  -0.06106  0.3965
H  -0.39236  -4.41184  0.41416  0.2093
H  1.68930  4.62138  -5.43626  0.2833
H  -1.03128  -5.60548  1.55814  0.3963
H  2.58599  4.26700  4.01191  0.4069
C  0.64032  -0.56743  -1.09288  -1.3617
H  -3.17054  -5.26187  2.72629  0.5717
O  1.27124  2.74915  3.79842  -0.4937
H  2.77883  -0.79708  -1.35061  0.3978
H  -4.63793  -3.53763  3.34481  0.3567
H  1.91036  2.53058  6.26840  0.2871
H  3.67154  1.45340  4.55388  0.2405
H  3.13542  3.60158  -5.42321  0.3132
C  2.30957  1.08682  -3.19879  1.0783
H  -4.34802  -1.65801  2.02775  0.2693
H  -2.26124  -2.42336  2.97428  0.2762
H  -5.82334  -3.21860  -0.98943  0.3883
C  2.61684  3.19838  3.77078  -0.3057
C  1.85725  -1.05839  -1.88219  -0.8335
C  2.06530  1.26603  0.96233  -0.0979
H  4.49737  2.98375  4.73008  0.4344
O  -1.91181  -2.91191  -0.84986  -0.9956
H  2.26227  1.41754  -2.16188  0.0882
H  -5.17209  -0.81113  -0.56898  0.3758
H  -0.81314  -0.00146  1.87882  0.3046
C  4.26018  2.76015  -3.26889  -0.8635
H  -4.79581  -4.55011  -0.45269  0.3382
N  2.20569  -0.16070  0.88180  -0.3922
H  1.57793  1.66172  -3.77367  -0.6225
H  2.58918  -0.98307  -3.90467  0.4027
H  0.39371  2.57762  1.39740  0.6563
H  3.74623  1.31138  -4.81885  0.2941


C26H47ClN3O5 | ωB97M-V/def2-TZVPD

Its largest force on an atom is 2.3 eV Å⁻¹. As for the total charge: +1. The value obtained for the HOMO-LUMO gap is 7.44 eV.

Each line ends with the Mulliken charge.
Positions of all 82 atoms, in Å:
C  2.53230  -0.19329  -3.27747  -0.4505
C  -1.53299  1.72774  0.45550  0.4445
H  -0.61342  2.11189  0.03579  0.6526
Cl  -4.79163  -0.31034  -0.59904  -0.0644
H  -0.19336  1.35501  -2.36591  0.4616
H  -1.94368  5.13126  -5.35081  0.3802
H  -6.08200  -1.55134  2.32148  0.3085
O  4.98060  -0.97971  1.78255  -0.5553
H  2.08548  1.37501  3.10444  0.5742
C  4.13400  -3.20188  1.74699  -0.5903
H  -2.16440  -3.90981  3.48894  0.3855
H  0.67170  -1.71918  -1.17145  0.2168
C  -3.34828  -2.09307  3.87976  0.2459
C  -0.10727  2.96848  -5.52623  -1.1768
H  -5.06932  0.75410  3.29096  0.4171
H  0.45034  -0.02176  0.92058  -1.1322
C  2.16043  -1.59672  -2.74697  -0.5802
C  -5.01688  0.30712  2.29526  -1.0993
H  2.42912  -2.38460  -3.45568  0.4209
H  1.88080  0.60062  -2.91070  0.3245
H  -0.69224  -1.29157  2.42667  0.0712
H  -1.24454  -1.34899  -3.09299  0.6500
C  3.12125  0.85488  -0.59327  0.9272
H  6.60628  -3.16051  0.34359  0.3281
C  -1.83493  4.53564  -4.44384  -1.2621
H  -2.52232  1.48841  -2.43361  0.3335
C  -0.63016  0.42688  -1.97195  0.8151
C  -3.62558  0.54481  0.34209  0.1842
C  -3.09296  -3.42903  3.17552  -1.1577
H  6.95446  -3.32110  2.08527  0.3539
H  4.03056  -3.74272  0.80475  0.3019
C  3.90324  1.08117  -1.88307  0.2865
H  -2.79114  4.50867  -3.92455  0.3402
H  4.37823  -3.90270  2.54628  0.4392
O  3.89071  0.10921  -2.85718  -0.3955
H  -0.01366  -0.40866  -3.90097  0.1135
H  1.32668  2.05570  1.69050  0.1394
C  1.16499  1.34768  2.51615  -0.8991
H  0.71107  3.36160  -4.92018  0.3137
C  0.33199  -1.12558  2.78650  -1.1896
C  -2.43708  0.99310  -0.31951  0.7551
H  3.18732  -2.71680  1.98148  -0.2258
C  -5.04548  -1.23051  2.48126  -0.1798
H  -2.66962  -0.22757  -2.04784  0.5965
H  0.28716  -0.82606  3.83639  0.3570
N  -0.96153  2.72720  2.57158  -0.2586
C  -0.32724  -0.77358  -2.92039  -1.1870
H  -1.50957  3.31061  3.19538  0.4234
O  4.50483  2.09143  -2.08175  -0.5611
C  0.98237  -0.04836  1.87731  2.4873
H  1.99284  -0.40779  1.63994  -0.4681
H  -0.14269  3.49771  -6.47908  0.4478
H  2.58291  -0.23537  -4.36726  0.3258
H  0.36504  -2.76047  -2.54429  0.4404
N  -3.78021  0.81335  1.63253  0.8127
H  -0.56557  1.13844  3.91818  0.3679
H  0.07105  1.91177  -5.71772  0.2365
H  -0.13184  0.21627  -1.02110  -0.9382
H  -4.45472  -1.69838  1.68607  0.2684
C  -2.14840  0.69550  -1.77744  -1.5262
O  -4.69115  -1.62611  3.77349  -0.4069
H  2.79759  -1.77508  -1.87199  0.1157
H  -2.67379  -1.28769  3.56134  -0.1366
H  -2.97853  -3.23863  2.09601  0.2784
C  6.60551  -2.64361  1.30453  -1.2727
C  -0.00791  1.89674  3.35424  -0.6179
H  -3.17060  -2.23762  4.95099  0.3335
N  -2.96257  1.48972  2.40112  -0.9480
H  0.42746  2.56612  4.10407  0.4133
C  0.68577  -1.74874  -2.26568  -0.4593
H  2.09869  0.57003  -0.87983  -0.6138
O  -2.10061  2.17362  -4.50640  -0.5667
H  7.28154  -1.79343  1.24768  0.3347
H  0.84658  -2.08476  2.69794  0.3403
H  3.53687  0.05256  0.03078  -0.2225
C  -1.41477  3.13275  -4.79675  0.9812
C  -1.87046  1.94786  1.82246  -1.0405
C  5.21718  -2.15787  1.62666  0.9240
H  -1.09029  4.99535  -3.79175  0.3193
H  3.05249  1.78763  -0.03511  0.3784
H  -5.88886  0.67827  1.75205  0.4702
H  -3.93317  -4.12094  3.26668  0.3448


C26H47O2PbSi2 | ωB97M-V/def2-TZVPD

For the relative energy (zero: lowest compared OMol25 entry of this formula, charge and spin), the calculation gives 0.00 kJ/mol. Its largest force on an atom is 2.8 eV Å⁻¹. As for the total charge: +1. The value obtained for the HOMO-LUMO gap (spin up / spin down) is 5.08 / 5.51 eV.

Each line ends with the Mulliken charge.
Positions of all 78 atoms, in Å:
H  1.66906  -2.73292  2.28126  0.6492
C  0.46408  -2.69295  0.39620  -0.7631
H  1.40985  1.79787  6.37020  0.3511
H  2.45835  -0.87656  -1.60880  0.6589
C  1.18800  3.71020  -0.01505  -1.2469
H  1.24807  3.26922  5.40567  0.3322
H  2.33300  1.40586  2.14498  0.3002
H  3.52572  4.20791  2.20780  0.3297
H  0.18041  -0.73858  -3.52058  -0.3783
H  0.58580  -1.29998  3.94626  0.2855
H  -1.58829  0.71665  -5.34659  0.2166
H  2.59267  4.49685  3.69107  0.2929
H  -0.26606  2.66547  -5.51436  0.0137
C  1.62210  2.23653  5.38320  -1.0944
H  1.54742  -0.79837  5.35026  0.4052
C  -2.75201  1.03322  1.22324  -0.1746
H  -0.50117  5.33747  2.14451  0.4053
H  -1.46052  0.82007  -3.52777  -1.3636
C  -1.04067  1.25662  4.37340  -0.8749
O  1.50916  0.41850  -4.59039  -0.3974
H  -1.58042  0.51148  3.77457  0.1675
H  1.36820  2.22967  -7.47928  0.2274
C  1.96814  -1.39602  -0.78430  -0.7303
H  2.06957  2.41082  -4.51974  0.4864
C  -0.91746  0.87054  -4.48571  1.5878
H  1.96806  3.07587  -0.46746  0.3109
H  1.43421  4.75743  -0.25081  0.4967
C  2.46856  -1.56465  0.54615  -0.6773
C  1.27404  1.71724  2.30747  -0.3622
H  -0.61585  4.22887  3.52789  0.3092
H  -1.23152  1.02843  5.43382  0.4418
H  -1.63112  -0.69832  -7.76702  0.3599
H  1.27971  1.74434  -3.07744  -0.1743
Si  1.14660  3.52425  1.86688  0.0476
C  1.54185  -2.37002  1.26408  -0.2198
H  1.25907  1.04064  -9.61521  0.3362
Si  0.81031  1.18500  4.03769  -0.0863
C  1.35599  -0.59388  4.28601  -1.0391
H  2.71456  2.27745  5.27207  0.3482
C  -2.43699  0.56632  -1.01058  -0.6647
H  -2.72092  -1.12102  1.87404  0.4341
H  -1.47835  2.24006  4.16353  0.2672
H  0.08956  -0.95918  -5.28323  0.2379
H  -2.40517  0.66815  -2.09296  0.7773
H  -0.57977  2.89540  -3.76498  0.4959
H  0.21376  3.49382  -0.48889  0.2666
C  1.26400  1.76638  -4.17767  -0.1873
H  1.71242  -1.40065  -9.46227  0.4176
H  -2.75112  2.68088  -0.31257  0.4680
C  0.19012  -0.20531  -4.49875  0.4395
C  -2.62625  1.62452  -0.06828  -0.8850
H  -0.58706  -2.13413  -7.48242  0.3750
H  -1.35471  3.78524  1.96666  0.1921
H  2.59740  -0.42574  -8.30356  0.3880
C  -0.48860  4.27496  2.43700  -0.8927
H  2.42976  5.60264  2.31420  0.3383
H  -3.03790  1.56037  2.13518  0.5176
C  -2.60512  -0.37726  1.08590  -0.5860
H  -2.29375  -1.65459  -0.73097  0.5356
C  -0.16764  2.21329  -4.52287  -0.6282
C  0.46965  -0.36987  -8.07689  1.3766
H  -0.46121  2.18008  -7.41010  0.4355
C  2.55242  4.54518  2.59408  -1.0214
C  -0.74748  -1.24856  -8.10305  -1.7137
C  0.72785  -2.11131  -0.87122  -0.2951
O  0.52116  0.40136  -6.84837  -0.0333
C  0.46006  1.62228  -7.63235  -0.6526
H  1.87911  -2.00312  -7.80208  0.3440
H  -0.56757  1.02396  -9.49705  0.2761
C  0.38440  0.88472  -8.97025  -0.8198
H  -0.39371  -3.31744  0.64087  0.4502
Pb  0.23955  0.69201  0.24448  1.2197
H  -0.92856  -1.57711  -9.12982  0.4293
C  -2.40655  -0.66536  -0.29145  -0.6383
H  0.12474  -2.22902  -1.77120  0.5640
H  3.42434  -1.20152  0.92060  0.4456
C  1.74529  -1.10368  -8.40635  -1.7416
H  2.27670  -0.80467  3.72686  0.2902


C26H48AsBrN5O4PS3TeV | ωB97M-V/def2-TZVPD

For the relative energy (zero: lowest compared OMol25 entry of this formula, charge and spin), the calculation gives 113.30 kJ/mol. The spin multiplicity is 2. Its largest force on an atom is 1.5 eV Å⁻¹. As for the total charge: 0. The value obtained for the HOMO-LUMO gap (spin up / spin down) is 6.16 / 5.63 eV.

Each line ends with the Mulliken spin population.
Positions of all 91 atoms, in Å:
S  -2.53152  0.34899  -2.45576  -0.0066
C  -2.65263  1.92009  3.33758  -0.0002
H  5.29198  3.32362  -1.64313  -0.0003
H  0.39496  2.63778  4.42973  0.0001
N  -1.94733  -1.47999  0.16643  -0.0096
C  3.14074  2.13787  -1.57637  -0.0116
H  0.32870  6.30311  1.28598  0.0000
H  -2.39930  4.23000  -1.05918  -0.0001
H  0.34813  7.07006  -0.31376  0.0000
O  -0.25067  -4.97639  1.18314  -0.0001
C  -2.21914  1.24322  2.01469  -0.0046
C  -1.53616  -0.33491  -3.76194  0.0105
As  0.04868  4.51515  -0.50508  -0.0011
H  -0.16537  4.25230  -3.00816  -0.0001
N  -1.55341  1.91762  4.29947  -0.0002
N  1.81562  0.68060  -0.17650  -0.0053
H  -2.95203  2.95565  3.16328  -0.0001
C  4.01681  1.40103  0.51176  -0.0067
O  0.32429  -2.45548  1.10416  -0.0154
C  2.07418  -6.14035  -1.16108  -0.0001
H  -1.91192  -1.74642  1.14798  0.0046
H  -0.33859  0.54440  5.27761  0.0001
C  -2.06625  -2.67437  -0.66321  0.0081
H  4.80155  1.35311  1.25054  -0.0006
C  -3.02809  -3.73042  -0.14289  -0.0005
H  -2.22044  -5.12869  -1.40885  0.0001
H  -1.22916  -6.66005  1.80420  0.0000
H  1.14261  -6.52594  -0.74672  0.0000
S  -1.19751  1.37356  -1.23361  -0.0067
C  -0.81222  -0.21437  3.27851  0.0046
C  0.26685  -1.54420  -4.77745  0.0000
H  0.07937  -6.09327  2.85765  0.0000
H  -2.97250  0.44957  -5.12746  -0.0001
C  -0.34406  -1.06700  -3.60715  -0.0002
H  -1.51854  -1.02616  3.08200  -0.0004
H  1.18911  1.38427  -2.00311  0.0134
V  -0.05402  -0.33884  -0.11727  0.9543
H  2.96320  -5.62322  0.75973  0.0000
H  -2.01907  0.04934  5.09224  0.0002
C  0.38200  4.95901  -2.38475  0.0001
C  -0.78541  -5.78299  2.27423  0.0001
H  -2.10888  -5.61626  3.93722  0.0000
Br  2.78231  -0.44989  2.17784  -0.0003
C  0.69535  6.21239  0.26301  0.0001
H  1.19333  -2.09334  -4.66632  -0.0005
H  1.44513  4.86696  -2.60716  0.0001
S  0.49445  -1.51151  -2.11553  0.0115
C  -1.85507  4.97709  -0.48364  0.0003
H  -0.70260  3.62456  3.46706  0.0002
C  0.04892  1.85188  2.41506  0.0111
H  1.78501  6.21763  0.29188  0.0000
C  -1.76928  -4.99995  3.10468  -0.0001
H  0.18264  -0.65671  3.33393  0.0012
H  -2.01862  5.96857  -0.90714  0.0001
C  -2.06466  -0.13345  -5.04040  -0.0013
H  -1.29162  -4.10824  3.51189  0.0000
H  -2.73944  -0.85890  0.02187  0.0029
H  -1.06904  -3.11204  -0.74775  0.0012
H  -1.89742  -0.47631  -7.14709  0.0006
H  -4.02337  -3.61816  -0.58748  -0.0003
C  -0.40900  2.59676  3.69181  0.0010
C  -1.18179  0.53326  4.58444  -0.0007
O  5.31104  2.85444  -0.80156  0.0031
H  -3.50341  1.40474  3.78912  0.0000
H  2.74399  -6.98180  -1.34085  0.0000
H  -3.14434  -3.63460  0.94183  -0.0002
H  1.06185  1.46557  2.53893  -0.0088
H  3.20591  2.68812  -2.50615  -0.0008
C  -1.46050  -0.64523  -6.17211  0.0046
C  2.01129  1.40380  -1.30284  0.0130
O  1.84657  -4.04728  -0.00027  0.0058
H  0.04199  2.49766  1.53522  0.0016
C  4.16743  2.15634  -0.64057  0.0131
H  1.85960  -5.65337  -2.11105  -0.0001
C  2.72582  -5.16786  -0.20567  -0.0001
C  2.84713  0.68261  0.66978  0.0276
Te  2.24487  -4.15420  3.30748  0.0004
N  -2.42761  -5.05203  -0.41819  0.0001
H  0.23568  -1.74968  -6.90238  -0.0002
H  0.05409  5.97418  -2.60789  0.0000
H  -2.63950  -4.70522  2.51804  0.0000
H  -0.97537  -4.77363  0.55308  0.0001
H  -2.22319  4.96193  0.54280  -0.0001
C  -0.27316  -1.35254  -6.03314  -0.0026
P  1.13456  -3.65203  1.34032  0.0007
N  -0.84590  0.71269  2.13352  -0.0120
H  -2.23855  1.93157  1.16964  -0.0024
H  -2.88967  0.41422  1.77380  0.0021
H  -2.33992  -2.34067  -1.66350  0.0022
H  -3.07531  -5.79976  -0.19899  0.0000
H  3.63921  -4.74603  -0.62443  0.0001


Energy? In order: -91029.9503; -54946.5407; -52811.8230; -249039.7542 eV.